# 1
{
  "formula": "C4H6O2",
  "method": "wB97M-V/def2-TZVPD",
  "spin_multiplicity": 1,
  "species": ["C", "O", "C", "C", "C", "O", "H", "H", "H", "H", "H", "H"],
  "coordinates": [[0.04460, -2.22814, -1.32965], [-0.51902, -1.50813, -0.40356], [-0.71849, -0.07244, -0.55887], [-0.40096, 0.52082, 0.78238], [0.99738, 0.81249, 1.08552], [0.08245, 1.84710, 0.73962], [0.00870, 0.26206, -1.29774], [0.21129, -1.49170, -2.16729], [-1.73003, 0.16799, -0.91870], [-1.07634, 0.27294, 1.60268], [1.76986, 0.59391, 0.34603], [1.33056, 0.82310, 2.11957]],
  "forces_ev_per_angstrom": [[-0.39, 0.65, 0.13], [-0.23, -0.36, -0.20], [0.19, 0.01, 0.00], [-0.04, -0.19, 0.00], [0.28, -0.05, 0.13], [-0.05, 0.29, 0.01], [-0.03, 0.21, -0.03], [0.25, -0.33, -0.14], [0.21, -0.41, 0.26], [0.07, 0.14, -0.16], [-0.19, 0.06, 0.09], [-0.05, -0.01, -0.09]]
}

# 2
{
  "formula": "C4H6O2",
  "method": "wB97M-V/def2-TZVPD",
  "spin_multiplicity": 1,
  "species": ["C", "C", "C", "C", "H", "H", "H", "H", "H", "H", "O", "O"],
  "coordinates": [[-0.19343, 0.62964, 1.37541], [-0.46923, -0.34333, 0.24120], [0.69081, -0.74551, -0.67154], [-0.03109, 0.19768, -1.61025], [0.09509, -0.02308, 2.24735], [-1.14654, 1.15431, 1.67719], [0.59516, 1.33519, 1.06015], [-1.15369, -1.13890, 0.57049], [0.74874, -1.81714, -0.99680], [1.71993, -0.40797, -0.39331], [0.20112, 0.76190, -2.67110], [-1.05685, 0.39721, -0.82880]],
  "forces_ev_per_angstrom": [[-0.41, -0.94, 0.87], [-0.37, -0.27, 1.60], [1.19, -0.71, 0.00], [2.14, 1.33, -3.87], [0.15, 1.02, -0.62], [1.09, -0.42, -0.48], [-0.38, -0.20, 0.49], [0.29, 0.12, -0.22], [-0.24, 1.04, 0.26], [-0.92, -0.22, -0.13], [-0.45, -1.44, 2.03], [-2.08, 0.69, 0.08]]
}

# 3
{
  "formula": "C4H6O2",
  "method": "wB97M-V/def2-TZVPD",
  "spin_multiplicity": 1,
  "species": ["C", "C", "C", "C", "O", "O", "H", "H", "H", "H", "H", "H"],
  "coordinates": [[0.85699, -0.22879, -0.40992], [2.61332, 0.27584, 0.09807], [-1.51883, 0.17784, -0.06073], [-0.28750, -0.35651, 0.60558], [1.53682, 1.01753, -0.29714], [2.00137, -0.91089, -0.09516], [0.36978, -0.31191, -1.36549], [-2.40418, 0.15747, 0.56647], [-1.73633, -0.18801, -1.17905], [-1.20789, 1.24468, -0.28282], [-0.10859, -1.34987, 1.08596], [-0.11497, 0.47262, 1.33424]],
  "forces_ev_per_angstrom": [[-3.12, 1.17, 0.52], [0.52, 0.72, -0.24], [-0.45, 0.55, -3.05], [1.82, 0.58, 0.62], [0.91, -0.42, 0.36], [1.09, -0.66, 0.18], [0.71, -0.65, -0.99], [-0.12, 0.03, -0.20], [0.23, 0.11, 2.60], [-0.85, -0.84, 0.42], [-1.16, 0.62, -0.39], [0.42, -1.21, 0.17]]
}

# 4
{
  "formula": "C4H6O2",
  "method": "wB97M-V/def2-TZVPD",
  "spin_multiplicity": 1,
  "species": ["C", "C", "C", "C", "H", "H", "H", "H", "H", "H", "O", "O"],
  "coordinates": [[0.67883, -0.31326, -1.38234], [0.09118, -0.62228, -0.02191], [-0.97915, 0.41364, 0.43205], [0.02635, 0.61009, 1.56548], [-0.16304, -0.26858, -2.10885], [1.47227, -1.06380, -1.65252], [1.17064, 0.65683, -1.30834], [-0.26997, -1.61714, 0.01541], [-1.95861, 0.01840, 0.83441], [-1.11170, 1.36018, -0.10911], [0.11153, 1.10625, 2.63996], [0.93166, -0.28032, 1.09577]],
  "forces_ev_per_angstrom": [[0.57, -0.58, 0.10], [-0.90, 1.51, -1.46], [-0.31, -0.03, 1.32], [-0.10, -0.64, 1.28], [0.82, -0.18, 0.26], [-0.93, 0.66, -0.01], [-0.08, 0.11, -0.26], [-0.18, -1.10, 0.39], [1.08, 0.46, -0.62], [-0.04, -0.59, -0.30], [-0.37, 0.78, -0.15], [0.43, -0.42, -0.53]]
}

# 5
{
  "formula": "C4H6O2",
  "method": "wB97M-V/def2-TZVPD",
  "smiles": "O=C=C[C@H]1CO1.[H][H]",
  "spin_multiplicity": 1,
  "species": ["O", "C", "C", "C", "C", "O", "H", "H", "H", "H", "H", "H"],
  "coordinates": [[-0.17596, 2.48312, -0.93463], [-0.24101, 1.31985, -0.84567], [-0.14248, 0.03762, -0.54498], [0.72437, -0.20642, 0.62467], [0.33857, -1.12425, 1.68913], [1.32554, -1.48067, 0.72181], [-0.66059, -0.77046, -1.04643], [1.36990, 0.63820, 0.86884], [0.70745, -0.94513, 2.69634], [-0.60610, -1.66116, 1.60909], [-1.62153, 0.91333, -2.23203], [-0.98110, 0.77685, -2.60175]],
  "forces_ev_per_angstrom": [[-0.06, -0.83, 0.08], [0.41, 0.81, 0.32], [0.04, 0.17, 0.04], [0.05, 0.18, 0.18], [-0.15, -0.05, 0.31], [0.22, -0.21, -0.02], [0.08, 0.35, 0.08], [0.02, -0.20, 0.14], [-0.01, -0.14, -0.07], [0.15, 0.07, 0.01], [-0.09, -0.14, -0.70], [-0.66, -0.01, -0.38]]
}

# 6
{
  "formula": "C4H6O2",
  "method": "wB97M-V/def2-TZVPD",
  "smiles": "CC(=O)[C@H]1CO1",
  "spin_multiplicity": 1,
  "species": ["C", "C", "O", "C", "C", "O", "H", "H", "H", "H", "H", "H"],
  "coordinates": [[-1.35369, -0.51120, -0.69104], [-0.65119, -0.55384, 0.64379], [-1.13985, -1.10576, 1.60522], [0.71971, 0.06929, 0.80078], [1.43859, 0.80564, -0.24437], [0.73193, 1.49374, 0.76784], [-0.99104, -1.35933, -1.28582], [-2.42700, -0.63758, -0.53754], [-1.15885, 0.40630, -1.25153], [1.28433, -0.37548, 1.61988], [1.02170, 0.90619, -1.24527], [2.52538, 0.86204, -0.18195]],
  "forces_ev_per_angstrom": [[-0.07, 0.05, 0.00], [-0.12, -0.20, 0.16], [0.20, 0.16, -0.34], [0.00, -0.19, 0.16], [0.14, -0.10, -0.29], [-0.10, 0.18, 0.06], [-0.01, 0.15, 0.05], [0.16, 0.02, -0.01], [-0.01, -0.09, 0.11], [-0.08, 0.11, -0.07], [0.06, -0.09, 0.14], [-0.18, 0.00, 0.01]]
}

# 7
{
  "formula": "C4H6O2",
  "method": "wB97M-V/def2-TZVPD",
  "spin_multiplicity": 1,
  "species": ["O", "C", "C", "C", "O", "C", "H", "H", "H", "H", "H", "H"],
  "coordinates": [[2.56091, -0.49417, 0.53794], [1.39545, -0.73505, 0.33138], [0.26030, -0.04066, -0.19084], [-1.22263, -0.40400, -0.08440], [-1.56600, 0.95852, 0.21376], [-0.20399, 1.40620, 0.07885], [1.06009, -1.83559, 0.18865], [0.80013, -1.00167, -1.03844], [-1.66765, -0.72597, -1.03717], [-1.50995, -1.10529, 0.70663], [0.16719, 1.84882, 1.02294], [-0.07385, 2.12885, -0.72931]],
  "forces_ev_per_angstrom": [[-0.28, 0.88, 0.33], [0.16, -2.60, 0.35], [0.42, -0.83, -0.56], [-0.06, -0.43, 0.17], [0.22, -0.06, -0.03], [0.30, 0.22, -0.67], [0.50, -0.04, 1.08], [-1.36, 3.05, -0.48], [0.10, 0.12, 0.25], [0.02, 0.11, -0.03], [0.08, -0.43, -0.44], [-0.10, 0.01, 0.02]]
}

# 8
{
  "formula": "C4H6O2",
  "method": "wB97M-V/def2-TZVPD",
  "spin_multiplicity": 1,
  "species": ["C", "C", "C", "O", "C", "O", "H", "H", "H", "H", "H", "H"],
  "coordinates": [[0.63450, 0.41376, -0.92928], [-0.67624, 0.02560, -0.26442], [0.23847, -1.16165, -0.05870], [0.78246, -1.43675, 1.07586], [-0.83935, 0.73943, 1.04406], [0.10099, 1.24759, 1.61555], [0.99445, 1.43824, -0.79969], [1.25777, -0.15428, 0.51649], [0.64334, 0.14513, -1.99746], [-1.60410, -0.10525, -0.81729], [0.31267, -1.89849, -0.88108], [-1.84497, 0.74667, 1.49597]],
  "forces_ev_per_angstrom": [[0.10, 0.07, 0.08], [-0.24, -0.02, 0.14], [0.02, 0.14, -0.09], [0.68, 0.76, -0.14], [0.19, 0.18, 0.22], [-0.48, -0.17, -0.30], [-0.21, -0.21, 0.38], [-0.37, -0.92, -1.03], [0.47, -0.23, 0.64], [0.13, 0.04, -0.09], [-0.31, 0.34, 0.21], [0.00, 0.03, -0.01]]
}

# 9
{
  "formula": "C4H6O2",
  "method": "wB97M-V/def2-TZVPD",
  "spin_multiplicity": 1,
  "species": ["C", "C", "C", "C", "O", "O", "H", "H", "H", "H", "H", "H"],
  "coordinates": [[-1.51087, 0.03223, 0.43737], [-0.36045, 0.38877, -0.42752], [0.91495, 0.71335, 0.05678], [1.40813, -0.98088, -0.30105], [2.55070, -1.20101, -0.04193], [0.41057, -1.56400, -0.76907], [-2.12639, 0.93525, 0.56190], [-1.18000, -0.29930, 1.42382], [-2.12976, -0.73857, -0.02345], [-0.56638, 0.52207, -1.48649], [1.55805, 1.33582, -0.55931], [1.03144, 0.85627, 1.12897]],
  "forces_ev_per_angstrom": [[0.08, -0.11, -0.01], [-0.02, 0.09, 0.11], [-0.13, 0.24, 0.04], [0.30, -0.33, -0.05], [-0.57, 0.12, -0.11], [0.27, 0.18, 0.13], [0.11, -0.07, -0.05], [-0.03, 0.06, -0.11], [0.06, 0.10, 0.03], [0.04, -0.06, 0.12], [-0.08, -0.14, 0.03], [-0.03, -0.08, -0.13]]
}

Calculated values (Ha) of E for the records, taken in order: -306.32123, -306.47578, -306.36907, -306.47793, -306.36091, -306.44021, -306.33599, -306.29555, -306.42366.
Calculated values (eV) of HOMO-LUMO gap for the records, taken in order: 9.45, 11.22, 10.82, 11.36, 9.83, 10.85, 10.41, 9.53, 9.02.